1.
45
Properties=species:S:1:pos:R:3:nbo_charge:R:1 method="wB97M-V/def2-TZVPD" max_force_ev_per_a=3.0 smiles="CCCCCCCCCCOC(=S)SC(=O)c1ccco1" gap_ev=8.119
H -2.29592 -1.38976 -0.79841 0.19
C 0.53967 -3.39136 1.64336 -0.39
H -0.57376 -2.62595 4.36237 0.20
H -2.10600 1.18768 -2.83865 0.21
C 0.33064 4.19442 0.83126 -0.32
H -2.68295 -0.57401 1.61661 0.20
C 1.66315 3.36351 -0.84038 0.12
H 0.39089 -0.25697 -3.76879 0.20
C 0.14800 -3.43501 4.23752 -0.61
C -1.42162 0.37283 -2.84477 -0.41
H 1.31034 -3.13318 0.91540 0.20
S 2.33176 0.84857 -5.17060 -0.07
H 1.40815 -2.10636 3.18441 0.20
H 2.18513 2.91370 1.25653 0.25
H -1.06626 -2.89495 0.28192 0.20
C 1.82987 1.79882 -3.86242 0.02
C -0.65478 -1.10188 1.47734 -0.40
H -0.10583 -0.58656 -1.33520 0.20
H -0.58425 1.10054 -1.00998 0.20
H -0.41622 -4.34683 4.04026 0.20
O 0.60160 4.03995 -1.41117 -0.40
H -1.57278 -3.01916 2.00355 0.20
H -0.03495 4.43961 1.83755 0.24
O 0.51767 1.78294 -3.39678 -0.51
C 2.79121 2.72397 -1.53246 0.33
H 0.35056 -4.44538 1.49228 0.20
C -0.76607 -2.64509 1.32067 -0.40
C -0.94044 0.12492 -1.39605 -0.40
C 1.10782 -3.15240 3.07304 -0.40
O 3.60111 2.03670 -0.92324 -0.48
C -0.18821 4.54737 -0.38788 0.12
H -1.94382 -0.52065 -3.17295 0.21
H 2.01521 -3.74416 3.25817 0.20
C -0.24722 0.61996 -3.81133 -0.07
H -1.68441 0.78578 1.28028 0.20
H 0.69242 -3.61473 5.18803 0.21
H -0.55323 -0.92628 2.58382 0.20
H -1.04605 5.18096 -0.58739 0.22
C -2.11469 -0.35005 -0.51577 -0.40
H -0.67067 0.73902 -4.82189 0.20
C 1.51444 3.37215 0.53684 -0.20
H 0.27234 -0.79295 1.01453 0.20
C -1.85635 -0.25938 1.00179 -0.39
S 2.97866 2.95954 -3.23792 0.32
H -3.05417 0.18010 -0.77354 0.20

2.
52
Properties=species:S:1:pos:R:3:nbo_charge:R:1 method="wB97M-V/def2-TZVPD" charge=+1 s2=0.764 max_force_ev_per_a=4.2 multiplicity=2 gap_ev="5.534 / 2.959"
H 2.33669 2.71028 0.35008 0.21
H 5.81181 -2.65256 -1.29652 0.23
C 5.01772 -2.72305 -0.51708 -0.24
H 2.07805 0.52228 -2.18464 0.21
C 2.07391 1.49015 2.21807 -0.80
O -4.20926 -0.10857 0.96766 -0.50
I 0.86456 1.56451 4.05467 0.08
H 5.71885 -4.73203 0.06025 0.22
C -3.09877 -0.72364 -1.20629 -0.28
C -2.54890 1.31808 -2.32863 -0.06
C -3.86282 -1.20128 0.12084 -0.09
C 3.05802 -1.80366 0.64162 -0.42
H 1.27120 1.98152 -1.47063 0.22
H -1.51087 -0.95370 2.57594 -0.05
C 2.04558 2.84600 1.41335 -0.31
H -4.92178 1.79726 0.82426 0.20
H 4.14969 -0.68807 -1.02013 0.23
H -3.14619 -1.82704 0.71300 0.23
C 4.09170 -1.59818 -0.39761 -0.17
O -0.45974 -3.01216 1.91344 -1.20
H -6.17309 0.55727 0.41147 0.20
H -3.56922 -1.14170 -2.13228 0.20
H 0.31314 -1.80835 3.83299 -0.04
C 3.15307 -3.04345 1.36916 -0.12
C 4.97526 -3.93121 0.26289 -0.01
C -4.64890 1.05415 -1.19877 -0.27
C 0.32516 0.11547 -0.84366 -0.88
N 4.04228 -4.09266 1.23899 -0.54
H -4.93597 2.10012 -1.43189 0.24
H -5.18444 0.28405 -1.80387 0.21
I 3.65963 4.09010 2.27554 0.02
H -4.73072 -1.84986 -0.15433 0.18
H -2.05507 -1.08827 -1.09922 0.25
C 0.72614 3.67556 1.61546 -0.67
H 0.11589 -0.88946 -1.31706 0.20
S -1.35842 0.34562 -3.29942 0.48
H 0.61465 4.48786 0.84987 0.22
H 0.88178 1.01336 -4.14716 0.27
H -0.19870 3.05252 1.65173 0.22
H 0.02141 2.32365 -3.30245 0.25
H -0.67893 0.54893 -0.60139 0.20
S -2.72969 2.87968 -2.88586 0.36
C 0.25489 1.22785 -3.24968 -0.55
Ag 2.09874 -5.13801 0.39364 0.96
H 3.11830 1.36093 2.59226 0.24
C -5.09114 0.81054 0.31602 -0.07
P -0.24074 -1.60586 2.53478 0.90
N -3.18851 0.77920 -1.22836 -0.39
In 1.42895 -0.31883 1.05882 1.18
C 1.08894 0.96966 -1.91015 -0.42
H 2.38041 -3.17635 2.17088 0.22
H 0.82544 4.20134 2.59941 0.24

3.
50
Properties=species:S:1:pos:R:3:mulliken_charge:R:1 method="wB97M-V/def2-TZVPD" charge=+2 max_force_ev_per_a=4.6 gap_ev=6.597
H -2.35729 3.37961 -0.43083 0.38
C -0.75350 1.62568 -2.76654 -1.01
H 2.98459 2.07643 0.86109 0.46
H 1.41406 0.64408 6.52830 0.44
H 4.53335 1.17418 0.99676 0.53
C 0.19730 0.52952 -2.25136 1.41
C -0.74820 2.21270 0.50858 0.86
H -3.73563 2.21627 -1.79470 0.34
C -1.41571 2.89866 -0.70508 -0.82
H 3.61731 1.20214 -0.53099 0.49
O -1.43224 1.39676 1.18250 -0.35
C 1.64450 0.44140 5.49403 -0.85
Ce -0.05072 0.07095 0.00782 -0.04
C 3.88549 -1.56649 1.09182 -1.14
O -0.28208 -0.62912 -2.08686 -0.42
H 4.01954 1.03115 3.18211 0.34
H 3.52908 1.45756 5.54328 0.44
H -2.49529 -1.15945 -1.36684 0.35
C -3.44378 0.38974 -0.65802 -0.55
H 4.32302 -1.66845 0.09949 0.46
O -2.47842 -0.66200 -0.52734 -0.42
H -3.13863 0.83852 -2.74796 0.35
C 3.09920 0.65681 3.60563 -0.77
H -1.28399 1.30591 -3.66654 0.38
H 4.64994 -1.25162 1.80098 0.43
H -0.72689 3.63548 -1.13569 0.42
C -3.04652 1.36013 -1.79001 -0.79
H 1.35301 -3.37131 2.02772 0.27
O 0.49911 2.20774 0.59446 -0.37
H -0.32167 -3.90149 2.21262 0.46
H -2.05317 -0.50389 3.53054 0.46
P 2.55970 -0.29255 1.01422 0.92
H 0.60874 -3.40482 3.64212 0.41
C 2.20292 -0.04699 2.80678 0.40
H -0.17256 -0.61402 5.16610 0.38
C 1.01186 -0.53514 3.37613 0.59
H -4.43676 -0.03603 -0.84822 0.46
H -3.44279 0.90774 0.30632 0.31
C 2.82678 0.90168 4.94030 -0.90
H 3.48464 -2.52933 1.40017 0.30
C 0.74734 -0.27227 4.71794 -0.58
N -1.66403 1.78166 -1.62440 0.27
H -1.61111 -2.08029 4.26511 0.46
C 0.43157 -3.20799 2.58498 -1.17
O 1.26253 0.86625 -1.69788 -0.40
C 3.53661 1.18659 0.55755 -1.58
H -2.47872 -2.01720 2.71493 0.45
P -0.18456 -1.48664 2.34950 1.08
C -1.72631 -1.52533 3.33378 -1.59
H -0.19333 2.54423 -2.96476 0.40

4.
47
Properties=species:S:1:pos:R:3:nbo_charge:R:1 method="wB97M-V/def2-TZVPD" charge=-2 s2=3.774 max_force_ev_per_a=6.2 multiplicity=4 gap_ev="5.413 / 5.412"
C 0.43456 1.89251 4.32641 -0.37
Cl 2.21949 0.12718 0.59221 -0.33
C -2.09435 1.32191 -2.68673 -0.62
O -1.55360 -1.81195 1.08781 -1.05
Cl 1.25387 -2.57616 1.31596 -0.47
C 0.41723 0.78026 -2.37797 -0.10
Tc 0.23647 -0.67133 0.52915 1.12
C 1.26346 2.71514 2.07006 -0.62
H 2.63564 -0.73936 -3.54638 0.18
H -2.35710 -2.22137 -2.89129 0.18
C -2.29449 -1.71775 -1.90715 -0.65
H 1.53748 -3.10402 -1.37446 0.22
O -1.05566 0.78213 0.60496 -0.95
C 0.53059 -2.83880 -1.69698 -0.61
H -0.75370 -1.88599 4.89051 0.17
N 0.38349 0.36862 2.64704 -0.49
H 0.56098 3.03206 1.28968 0.17
C -1.09239 -0.86633 -1.81051 0.03
H -0.70189 1.66432 0.35424 0.45
C -0.08185 0.70605 4.83942 -0.38
C -0.72147 -1.56420 3.83973 -0.65
H 1.11051 2.06834 -3.95220 0.18
H 1.43119 3.58403 2.71700 0.19
C 0.94956 2.07312 -2.86590 -0.63
H 0.41665 -3.08431 -2.76133 0.17
C 0.26062 -1.38680 -1.49677 -0.26
H 3.21455 0.26972 -2.21375 0.21
H -0.43073 0.48141 5.83644 0.17
H 0.25509 2.89126 -2.64265 0.20
C 1.17186 -0.35184 -2.05425 0.05
H 1.90885 2.30674 -2.39055 0.21
H 0.58926 2.85611 4.79480 0.17
H 2.22385 2.46219 1.61101 0.21
H -2.98823 1.08464 -2.09725 0.21
H -2.34313 1.18250 -3.74922 0.18
C -0.12633 -0.22919 3.75613 0.12
C 2.57015 -0.58473 -2.45742 -0.64
H 2.97359 -1.47842 -1.97239 0.22
H -1.74261 -1.54740 3.43880 0.22
H -3.19972 -1.10670 -1.78096 0.19
C 0.71924 1.66121 2.94365 0.08
C -0.96995 0.44892 -2.27175 -0.07
H -0.14596 -2.27862 3.24087 0.25
H -0.18343 -3.43523 -1.12424 0.23
H -1.85585 2.38149 -2.54121 0.19
H -2.29724 -1.18481 1.05025 0.44
H -2.27856 -2.47654 -1.11282 0.26

5.
45
Properties=species:S:1:pos:R:3:nbo_charge:R:1 method="wB97M-V/def2-TZVPD" max_force_ev_per_a=3.1 gap_ev=7.765
H 1.37302 1.79185 -1.28998 0.22
H 0.38023 3.36391 3.33892 0.26
C 0.02820 -0.26616 -3.27772 -0.42
H 0.46375 -3.37045 -4.74451 0.20
C -0.18953 -2.67122 -4.18799 -0.39
H 1.77940 1.37632 3.20343 0.52
H -0.06237 -4.07586 -1.00732 0.21
C 1.44354 3.42603 3.10561 -0.23
H -1.18526 -4.35679 -3.20739 0.21
C -0.76288 -3.37335 -2.94209 -0.40
H 0.65400 -1.92230 -0.45697 0.21
H 1.39378 -1.23710 -4.63738 0.21
C 1.11247 -1.08516 -2.42968 -0.23
C 2.57533 3.53219 -0.98669 -0.20
H 4.05533 3.19892 3.64902 0.22
C 2.37837 4.58920 1.14549 -0.20
C 1.71493 2.51782 -0.54812 -0.27
Cl 1.88546 -0.90094 2.66936 -0.60
H 4.05856 1.46118 4.10396 0.23
C 1.03615 -2.23429 -1.44396 -0.42
H 3.43976 5.45648 -0.51375 0.22
C 0.61676 -1.40621 -3.88607 -0.23
C 1.34052 2.42903 0.78444 -0.32
H 2.08670 -2.46842 -1.21061 0.21
Sn 0.42053 0.30810 1.17329 0.92
H 1.12875 -4.19074 -2.30676 0.19
H -1.01706 -2.45921 -4.88464 0.21
H 3.00137 3.48465 -1.98148 0.21
Cl -1.07297 1.06550 2.96718 -0.64
H -0.97272 -0.22050 -2.83563 0.22
H 2.00490 -0.44633 -2.30378 0.21
H 1.94137 2.99119 5.65201 0.21
C 3.62455 2.20414 3.42938 -0.42
H 1.87540 4.30889 3.59031 0.20
H 2.47100 1.28881 5.54331 0.22
C 2.85676 4.61151 -0.15717 -0.23
C 1.80052 2.03896 5.12736 -0.42
H 0.36818 0.71858 -3.61523 0.21
C 0.33542 -3.55878 -1.88851 -0.39
H 3.80915 1.93789 2.37647 0.25
H -1.57376 -2.77666 -2.51526 0.20
C 1.67622 3.47755 1.63947 -0.15
N 2.15154 2.21581 3.69779 -0.46
H 0.75902 1.70313 5.19691 0.26
H 2.58844 5.41905 1.81348 0.20